12 unconnected molecules or ions with the total composition C4H33N2O12 in a non-equilibrium geometry. Source: the OMol25 dataset; level of theory: wB97M-V/def2-TZVPD.

Geometry as XYZ:
```
51
Properties=species:S:1:pos:R:3:forces:R:3:nbo_charge:R:1
C -2.488633 -0.003776 -0.062529 -0.10 0.59 -0.30 -0.2221
C -1.358201 0.881793 -0.643227 -1.77 -0.70 -0.06 -0.4521
C -1.639555 1.112778 -2.127873 1.06 0.95 -0.21 -0.2154
N -1.166029 2.444517 -2.586922 -0.08 0.12 -0.16 -0.8546
N -2.191124 -0.592155 1.255134 -0.15 0.45 -0.32 -0.7311
C -0.763074 -0.907909 1.563449 0.02 -0.72 -1.28 0.1139
O -0.153805 -1.738412 0.677316 -0.01 -0.62 0.01 -1.0162
H -3.371234 0.656634 0.016501 0.07 0.01 0.27 0.1557
H -2.825581 -0.728190 -0.802288 0.53 -0.44 0.01 0.2117
H -0.426872 0.353299 -0.468398 0.32 0.43 -0.11 0.2514
H -1.457968 1.853486 -0.158654 0.61 0.04 0.22 0.1782
H -1.043296 0.421122 -2.704673 -0.29 -0.73 0.04 0.1880
H -2.682533 1.020429 -2.431030 -0.09 -0.24 0.33 0.1800
H -1.925870 3.025763 -2.902118 -0.18 0.02 -0.07 0.3505
H -0.708126 2.968521 -1.853692 0.14 -0.17 0.05 0.3495
H -2.737222 -1.444943 1.300223 0.23 -0.17 0.18 0.3633
H -0.213333 0.047494 1.545530 -0.26 0.15 0.76 0.1200
H -0.827867 -1.388401 2.555102 0.18 0.50 0.37 0.1161
H 0.918279 -1.948215 -0.810756 0.12 0.31 0.15 0.5069
H 1.708636 -0.711087 -1.134723 0.20 -0.02 0.04 0.4881
O 1.693216 -1.658551 -1.335305 -0.11 -0.06 -0.18 -1.0075
H 3.659836 -2.270733 -0.785889 -0.29 0.05 -0.01 0.4981
H 4.295207 -3.119369 0.303566 -0.18 0.11 0.07 0.4711
O 4.516239 -2.516128 -0.411480 0.28 -0.07 -0.10 -0.9767
H -1.850585 1.781123 3.457541 -0.30 -0.31 -0.04 0.4821
H -2.091620 1.415581 1.920940 -0.10 -0.43 0.89 0.5126
O -1.732443 2.063672 2.554447 0.49 0.95 -0.86 -0.9805
H -0.164880 2.465052 1.807217 -0.13 0.31 -0.11 0.5144
H 0.565519 3.364326 0.708470 -0.36 0.09 0.10 0.4736
O 0.692798 2.746665 1.430898 0.43 -0.14 0.19 -0.9836
H -0.215281 0.823717 -4.353022 0.33 0.04 0.13 0.4834
H 0.582895 -0.514420 -4.414967 0.07 0.25 0.26 0.4805
O 0.034591 0.089270 -4.923835 -0.25 -0.14 -0.47 -0.9624
H 3.802122 1.179468 -2.502967 0.06 -0.01 -0.29 0.4588
H 2.576846 1.500848 -1.746211 0.00 0.10 -0.16 0.4950
O 2.924549 1.545175 -2.658190 0.05 -0.08 0.32 -0.9730
H -1.210070 -2.722841 -1.742815 0.27 0.11 0.22 0.4682
H -1.358978 -2.934131 -0.195935 0.35 0.67 -0.68 0.5082
O -1.835235 -2.963955 -1.057574 -0.67 -0.74 0.21 -0.9992
H 2.334470 0.009243 2.771303 0.16 0.28 0.10 0.4612
H 3.034480 -1.146462 2.172182 0.30 0.02 -0.01 0.5064
O 3.224756 -0.233174 2.483590 -0.45 -0.18 -0.08 -0.9814
H -4.001947 0.001357 2.595119 0.72 -0.16 -0.23 0.4881
H -2.908485 0.125975 3.705360 0.04 -0.49 -0.62 0.4664
O -3.831728 0.266126 3.498067 -1.04 0.43 1.21 -0.9574
H 2.970433 0.775035 0.732205 0.02 -0.17 -0.04 0.5110
H 1.711239 1.629727 0.532042 0.33 -0.16 -0.13 0.5009
O 2.422441 1.168881 0.033202 -0.37 0.06 0.22 -1.0331
H 1.554017 -2.330211 1.089791 -0.99 0.09 0.17 0.5273
H 1.746208 -3.174840 2.393553 -0.33 0.07 -0.14 0.4726
O 2.212801 -2.689173 1.712323 1.14 -0.22 0.11 -1.0069
```
Positions in Å, forces in eV/Å.

frontier orbital gap = 8.1843 eV
highest occupied orbital energy = -5.6 eV
LUMO energy = 2.6 eV
charge = -1

***

C19H17N3O4S in the gas phase in a non-equilibrium geometry. Source: the OMol25 dataset; level of theory: wB97M-V/def2-TZVPD.

Geometry as XYZ:
```
44
Properties=species:S:1:pos:R:3:forces:R:3:nbo_charge:R:1
C -4.590084 -2.567869 -2.840852 -0.20 0.03 0.08 -0.2570
H -4.867471 -3.438290 -2.239713 0.02 0.02 -0.01 0.1824
H -5.304666 -2.445369 -3.652806 0.02 0.00 0.11 0.2058
H -4.597398 -1.673100 -2.211970 0.01 -0.03 -0.01 0.1804
O -3.336822 -2.750409 -3.464519 0.21 -0.03 -0.16 -0.5009
C -2.249388 -2.942933 -2.687566 0.35 -0.08 0.18 0.3924
C -1.033554 -3.130380 -3.355403 -0.28 0.05 0.02 -0.2550
C 0.135669 -3.339895 -2.653808 -0.08 -0.01 0.12 -0.1857
C 0.126029 -3.365308 -1.265377 0.12 -0.05 0.04 -0.2069
C -1.074057 -3.172045 -0.618019 0.06 0.03 0.44 -0.3130
C -2.259934 -2.964341 -1.294409 -0.43 0.06 -0.16 -0.3250
H -3.154928 -2.824773 -0.710385 -0.18 0.05 -0.04 0.2545
S -1.123363 -3.204507 1.166520 0.48 0.12 0.36 2.3144
O -2.397503 -2.731461 1.616538 0.10 0.18 -0.35 -0.9211
O -0.642027 -4.463065 1.648075 0.24 0.01 -0.15 -0.9263
N 0.096793 -2.121553 1.589791 -0.40 -0.96 -0.06 -0.8754
C -0.007819 -0.745184 1.552986 -0.25 0.82 -0.24 0.2585
C 0.865780 0.048654 2.299429 -0.03 -0.24 -0.02 -0.2701
C 0.803838 1.423164 2.220282 -0.22 0.04 -0.10 -0.1563
C -0.137476 2.038201 1.397241 -0.21 -0.32 0.14 -0.1959
C -1.036660 1.245531 0.688597 0.19 0.20 0.08 -0.1294
C -0.965501 -0.130642 0.747978 0.05 0.03 0.07 -0.2826
H -1.660388 -0.738543 0.194341 -0.10 0.09 -0.11 0.2270
H -1.786667 1.728073 0.080563 -0.09 0.03 -0.04 0.2323
C -0.276857 3.513485 1.339576 -0.10 0.05 0.04 0.6760
O -1.351311 4.075854 1.359925 -0.10 -0.06 -0.07 -0.5774
N 0.879551 4.259929 1.334883 -0.03 0.58 0.21 -0.6188
C 2.180715 3.913215 0.998246 0.55 -0.15 -0.23 0.2024
C 3.235077 4.693686 1.477023 -0.16 -0.16 -0.07 -0.3008
C 4.528598 4.351218 1.128041 -0.14 0.18 0.09 0.0528
N 4.830208 3.323441 0.352732 0.59 -0.12 -0.10 -0.4360
C 3.829497 2.601412 -0.121615 -0.28 -0.07 -0.03 0.0528
C 2.495957 2.846508 0.155603 0.04 0.16 0.01 -0.3003
H 1.724143 2.233842 -0.280029 0.00 -0.05 -0.06 0.2333
H 4.111390 1.782300 -0.769805 -0.08 -0.10 -0.07 0.1937
H 5.369601 4.928473 1.488507 0.00 0.12 0.08 0.1949
H 3.040622 5.545025 2.111836 0.00 0.07 0.10 0.2179
H 0.725448 5.242235 1.533452 -0.09 -0.21 -0.05 0.4135
H 1.478139 2.020527 2.815927 0.08 0.03 0.02 0.2258
H 1.592202 -0.423514 2.944388 0.09 -0.05 0.09 0.2124
H 0.761511 -2.511416 2.238930 -0.04 -0.25 0.03 0.4245
H 1.022045 -3.534822 -0.692244 0.18 0.00 0.01 0.2329
H 1.060929 -3.485816 -3.189273 0.08 -0.01 -0.04 0.2239
H -1.039864 -3.109537 -4.433617 0.01 0.01 -0.13 0.2293
```
Positions in Å, forces in eV/Å.

frontier orbital gap = 9.2106 eV
highest occupied orbital energy = -8.9 eV
LUMO energy = 0.3 eV
SMILES = COc1cccc(S(=O)(=O)Nc2ccc(C(=O)Nc3ccncc3)cc2)c1

***

2 unconnected molecules or ions with the total composition C5H7N. Source: the OMol25 dataset; level of theory: wB97M-V/def2-TZVPD.

Geometry as XYZ:
```
13
Properties=species:S:1:pos:R:3:forces:R:3:nbo_charge:R:1
C 2.020645 -0.022071 -0.230763 0.12 0.22 0.01 -0.6480
C 0.511935 -0.125180 0.046081 -0.55 -0.06 0.03 0.1164
C -0.016004 1.198718 0.148540 0.21 -0.50 0.07 -0.0516
C -2.468954 0.765056 0.085232 0.17 -0.45 -0.03 -0.3146
C -2.421219 -0.445284 -0.047971 -0.07 0.50 0.11 -0.0918
N -0.124925 -1.239334 0.082852 0.31 -0.07 -0.34 -0.6982
H 2.575138 -0.676397 0.453766 -0.30 0.18 -0.06 0.2312
H 2.266845 -0.321101 -1.257246 -0.29 0.13 0.20 0.2378
H 2.363254 1.003453 -0.087608 0.19 -0.03 -0.07 0.2268
H 0.266406 1.658766 1.117975 -0.38 -0.10 -0.20 0.1505
H -2.979242 1.706687 0.119335 0.46 0.00 0.06 0.2537
H -2.447754 -1.503477 -0.159189 -0.04 0.20 0.02 0.2523
H 0.453873 -1.999841 -0.271001 0.17 -0.05 0.23 0.3354
```
Positions in Å, forces in eV/Å.

frontier orbital gap (alpha / beta) = 8.2024 / 8.2025 eV
highest occupied orbital energy (alpha / beta) = -8.5 / -8.5 eV
LUMO energy (alpha / beta) = -0.3 / -0.3 eV

***

ΔE to the lowest compared entry with this formula, charge and spin list, top to bottom, in eV: 0.000 1.051 6.677
Calculated total energy list, top to bottom, in eV: -32236.24771 -43474.19700 -6781.83561